Entry 1:
DFT (ωB97M-V with the def2-TZVPD basis set) results for 2 unconnected molecules or ions with the total composition C6H11N3O.

Structure (XYZ):
```
21
C6H11N3O (ωB97M-V with the def2-TZVPD basis set)
C -0.7310 -0.4597 -2.1413
C 2.6940 -0.9994 -1.4914
C 0.7179 -0.2518 -1.8492
C 1.4696 0.8424 -1.4961
N 1.5084 -1.3966 -1.7798
N 2.7376 0.3508 -1.2019
H 3.6315 -1.4997 -1.2736
H 3.5431 0.9143 -1.0782
H 1.2176 1.8597 -1.7343
H -1.2366 -0.3352 -1.1831
H -0.9708 -1.4196 -2.5808
H -1.0762 0.3449 -2.7860
C -2.5540 0.6065 1.9931
C -1.1403 0.5679 2.6103
O -0.7733 1.2862 3.5268
N -0.3464 -0.4875 2.2482
H -3.1495 0.6471 2.9024
H -2.6495 -0.2826 1.3869
H 0.4954 -0.6985 2.7476
H -0.7481 -1.1784 1.6434
H -2.6391 1.5889 1.5370
```

Summary:
SMILES = Cc1c[nH]cn1.CC(N)=O
Energy above the lowest of the compared OMol25 structures with the same formula, charge and spin = 18.3 kcal/mol
Energy = -474.73699 Eh
Highest occupied orbital energy = -8.70 eV
Frontier orbital gap = 9.46 eV

---

Entry 2:
DFT (ωB97M-V with the def2-TZVPD basis set) results for a gas-phase ion, C6H11N3O (charge +2).

Structure (XYZ):
```
21
C6H11N3O (ωB97M-V with the def2-TZVPD basis set)
C 1.8753 0.3525 -0.6511
C -0.2304 0.7113 -1.6597
C 0.9993 -0.5417 0.5391
C 1.5702 -1.5570 1.2730
C -0.3218 0.0644 0.6536
C -2.3324 -0.2267 -0.8842
N -0.9654 0.1746 -0.7027
N 1.1172 0.9645 -1.6116
N -0.1870 1.2872 1.3110
O 1.1058 -2.2597 2.2754
H 3.0254 0.3533 -0.7244
H -0.8362 0.9564 -2.5437
H 2.6028 -1.8849 0.9889
H -1.0208 -0.6469 1.1323
H -2.5513 -0.1228 -1.9063
H -2.2829 -1.3137 -0.5943
H -2.9841 0.2257 -0.1440
H 1.5178 1.7558 -2.2620
H -1.0248 1.8696 1.5684
H 0.6379 1.9086 1.3843
H 0.2853 -2.0707 2.5579
```

Summary:
Charge = +2
SMILES = C[N+]1=C[NH+]=C/C(=C/O)[C@H]1N
Energy above the lowest of the compared OMol25 structures with the same formula, charge and spin = 66.9 kcal/mol
Energy = -473.97700 Eh
Highest occupied orbital energy = -18.02 eV
Frontier orbital gap = 7.60 eV

---

Entry 3:
DFT (ωB97M-V with the def2-TZVPD basis set) results for a molecular structure, C6H11N3OS.

Structure (XYZ):
```
22
C6H11N3OS (ωB97M-V with the def2-TZVPD basis set)
C -0.3225 1.2217 1.7909
C 0.8583 -0.1627 0.2133
C -1.2731 1.5893 0.9229
C 0.6564 0.2808 1.4574
C -0.6829 -0.7281 -1.6939
C 0.1560 0.2523 -0.9821
N -0.4357 -2.0033 -1.4585
N -1.5135 -0.2565 -2.5279
N 1.4647 -0.4008 2.5355
O -1.2436 1.3863 -0.3803
S 0.8467 1.4967 -2.0611
H -0.4571 1.3913 2.8380
H 1.5699 -0.9029 -0.2093
H -2.1129 2.2149 1.2758
H 0.1423 -2.5622 -0.8035
H -0.8825 -2.7025 -2.0561
H -1.6770 0.7556 -2.7029
H -2.1362 -0.9020 -3.0642
H 0.9970 -1.2477 2.8920
H 1.5007 0.3314 3.2691
H 2.4498 -0.5130 2.2419
H 2.0952 1.4612 -1.4971
```

Summary:
Charge = +2
Energy above the lowest of the compared OMol25 structures with the same formula, charge and spin = 32.3 kcal/mol
Energy = -872.22107 Eh
Highest occupied orbital energy = -15.95 eV
Frontier orbital gap = 7.87 eV

---

Entry 4:
DFT (ωB97M-V with the def2-TZVPD basis set) results for a single C6H11N3S molecule.

Structure (XYZ):
```
21
C6H11N3S (ωB97M-V with the def2-TZVPD basis set)
C -1.2863 0.5299 0.6088
C -1.6062 -1.3783 -0.4766
C 0.7198 1.1292 1.5967
C -0.5496 2.9834 0.4571
C -1.0236 -3.1061 -1.9960
C -0.1755 1.4901 0.4716
N -2.3684 0.5355 1.1773
N -2.7040 -1.6556 -0.0305
N -0.7374 -1.8641 -1.3614
S -3.4938 -0.6815 0.9957
H 1.6583 1.7653 1.6496
H 0.8091 0.0923 1.8327
H 0.2122 1.3844 2.4820
H -0.7996 3.4241 1.4637
H -1.4607 3.0844 -0.1395
H 0.2580 3.6434 0.0229
H -1.1787 -3.8283 -1.2940
H -1.9292 -2.9868 -2.6993
H -0.0102 -3.4020 -2.5505
H 0.2488 1.3626 -0.4477
H -0.2605 -1.2573 -2.0410
```

Summary:
Energy above the lowest of the compared OMol25 structures with the same formula, charge and spin = 65.7 kcal/mol
Energy = -797.54525 Eh
Highest occupied orbital energy = -7.91 eV
Frontier orbital gap = 8.67 eV

---

Entry 5:
DFT (ωB97M-V with the def2-TZVPD basis set) results for a single C6H11N3S molecule.

Structure (XYZ):
```
21
C6H11N3S (ωB97M-V with the def2-TZVPD basis set)
C 1.4815 -0.5202 1.5226
C 1.8179 -0.9074 0.0421
C 1.0345 -0.0459 -0.9370
C 1.4933 1.4475 -0.8464
C -0.4143 -0.2259 -0.7141
C -2.7077 -0.1098 -0.0728
H 1.6692 0.6047 1.6518
H 2.1112 -1.1521 2.2282
H 0.4240 -0.5858 1.7180
H 2.9473 -0.8076 -0.1925
H 1.5312 -1.9835 -0.2370
H 1.1807 -0.4308 -1.9624
H 2.6279 1.5374 -0.8210
H 1.1685 1.8300 0.1395
H 1.1698 2.1184 -1.6618
H -4.5668 -0.5157 0.3295
H -4.0928 1.0097 1.0437
N -1.0903 -1.3101 -0.9777
N -2.4377 -1.2620 -0.5919
N -3.9783 0.3587 0.2703
S -1.3690 0.9504 0.0689
```

Summary:
SMILES = CC[C@H](C)c1nnc(N)s1
Energy above the lowest of the compared OMol25 structures with the same formula, charge and spin = 0.0 kcal/mol
Energy = -797.64992 Eh
Highest occupied orbital energy = -8.93 eV
Frontier orbital gap = 9.41 eV

---

Entry 6:
DFT (ωB97M-V with the def2-TZVPD basis set) results for a gas-phase ion, C6H11N4 (charge +1).

Structure (XYZ):
```
21
C6H11N4 (ωB97M-V with the def2-TZVPD basis set)
C 0.2949 0.9296 0.1513
C 0.7634 -0.4804 -0.0291
C -1.1557 1.3834 0.3863
C -2.3229 -1.5097 0.2045
C -2.1031 0.7585 -0.5684
C 3.1172 -1.3205 -0.2333
N 1.2999 1.7823 0.1892
N 2.3638 1.0771 0.1134
N 2.0987 -0.2631 -0.0489
N -2.8152 -0.3324 0.0522
H -1.4380 1.1956 1.4860
H -1.2041 2.4215 0.2805
H -1.3446 -1.6180 -0.3167
H -2.8325 -2.3530 0.6986
H -2.9487 1.3875 -0.9624
H -1.5524 0.1893 -1.4056
H 2.6243 -2.0968 -0.5872
H 3.9038 -1.1330 -0.9420
H 3.5351 -1.4386 0.7139
H 3.3647 1.4869 0.1832
H -3.6484 -0.0664 0.6346
```

Summary:
Charge = +1
Energy above the lowest of the compared OMol25 structures with the same formula, charge and spin = 101.9 kcal/mol
Energy = -453.85578 Eh
Highest occupied orbital energy = -12.36 eV
Frontier orbital gap = 7.85 eV

---

Entry 7:
DFT (ωB97M-V with the def2-TZVPD basis set) results for a gas-phase ion, C6H11N4O (charge +1).

Structure (XYZ):
```
22
C6H11N4O (ωB97M-V with the def2-TZVPD basis set)
C -0.2590 -2.7491 -0.6906
C 0.3070 -2.8398 0.6155
C 0.1164 -1.6930 -1.4729
C 1.3467 -2.0458 0.9351
C -0.0467 1.6356 -0.0215
C 1.0245 -0.7001 -0.8562
N -0.0581 0.3354 -0.1491
N -2.3672 1.9613 0.7159
N -1.1135 2.4719 0.2962
N 1.1366 2.3851 -0.2002
O 1.7926 -1.0898 0.1757
H -0.8396 -3.6193 -1.1585
H -0.0417 -3.3173 1.4801
H -0.0715 -1.5999 -2.5399
H 1.7597 -1.8762 1.9552
H 1.6124 -0.1741 -1.4987
H -0.9087 -0.2003 0.1220
H -2.5430 2.0025 1.7007
H -3.1488 2.3193 0.1544
H -0.9279 3.5175 0.5386
H 1.1533 3.2170 0.2187
H 2.0765 2.0589 -0.3205
```

Summary:
Charge = +1
SMILES = NNC(=[NH2+])N[C@@H]1C=CC=CO1
Energy above the lowest of the compared OMol25 structures with the same formula, charge and spin = 36.6 kcal/mol
Energy = -529.16928 Eh
Highest occupied orbital energy = -12.25 eV
Frontier orbital gap = 9.26 eV

---

Entry 8:
DFT (ωB97M-V with the def2-TZVPD basis set) results for 2 unconnected molecules or ions with the total composition C6H11N4OS.

Structure (XYZ):
```
23
C6H11N4OS (ωB97M-V with the def2-TZVPD basis set)
C -1.3261 -0.4126 -0.9129
C -0.0478 -0.1614 -1.3293
C -1.1654 -0.6815 0.4674
C 3.1848 -0.9591 0.0261
C 2.2418 1.2072 0.9074
C 2.1103 0.1501 -0.2274
N 0.0994 -0.5005 0.8778
N 0.7241 -0.2141 -0.2828
N -4.5637 0.6045 -0.3235
N -2.1190 -1.1270 1.2937
O -3.3018 -1.3587 0.7970
S -3.6010 1.9558 -0.2932
H -2.1624 -0.1857 -1.5371
H 0.2837 0.2525 -2.2197
H 4.2316 -0.6521 -0.0187
H 3.0119 -1.4518 -1.0118
H 3.0111 -1.4890 0.9470
H 1.8497 2.1949 0.6135
H 3.1823 1.0931 1.4112
H 1.5953 0.8004 1.6861
H 2.3804 0.5107 -1.2856
H -5.4460 0.6715 0.2891
H -4.1735 -0.2472 0.1256
```

Summary:
Charge = -1
Energy above the lowest of the compared OMol25 structures with the same formula, charge and spin = 17.8 kcal/mol
Energy = -927.54085 Eh
Highest occupied orbital energy (alpha / beta) = -2.23 / -3.26 eV
Frontier orbital gap (alpha / beta) = 5.06 / 6.59 eV

---

Entry 9:
DFT (ωB97M-V with the def2-TZVPD basis set) results for a gas-phase ion, C6H11N5 (charge +2).

Structure (XYZ):
```
22
C6H11N5 (ωB97M-V with the def2-TZVPD basis set)
C 3.5423 0.8024 1.0648
C 2.5088 1.3080 0.3876
C 2.5200 -0.8912 0.2029
C -2.0060 0.0051 -0.5299
C 0.3255 0.5161 -0.9881
C -3.1216 -1.5694 1.0994
N 3.5796 -0.5275 0.8434
N 1.8050 0.2067 -0.0912
N -3.0087 -0.5472 0.0609
N 0.4448 1.3810 -2.0226
N -0.6743 -0.3011 -0.5899
H 4.3850 1.2737 1.6356
H 2.1451 2.2944 0.4247
H 2.3734 -1.9884 -0.1504
H -2.1041 0.9421 -1.1596
H -3.8546 -1.2114 1.8444
H -3.4077 -2.6116 0.6668
H -2.2094 -1.7846 1.7985
H -3.9489 -0.0168 0.0299
H 1.4305 1.7794 -2.2635
H -0.3216 1.9004 -2.4679
H -0.4029 -0.9601 0.2041
```

Summary:
Charge = +2
SMILES = CN/C=[NH+]/C(=[NH2+])n1ccnc1
Energy above the lowest of the compared OMol25 structures with the same formula, charge and spin = 108.5 kcal/mol
Energy = -508.23306 Eh
Highest occupied orbital energy = -16.08 eV
Frontier orbital gap = 6.24 eV

---

Entry 10:
DFT (ωB97M-V with the def2-TZVPD basis set) results for a gas-phase ion, C6H11N5 (charge +2).

Structure (XYZ):
```
22
C6H11N5 (ωB97M-V with the def2-TZVPD basis set)
C 0.3414 -1.3221 -1.9633
C 0.7978 -1.8950 0.2169
C -0.5047 1.3633 0.2319
C -1.3499 -1.0018 1.0402
C 0.5359 0.5930 -0.5119
C 1.8146 0.3636 -0.0398
N 0.5764 -2.0824 -1.0029
N -0.0686 -1.6439 1.2192
N 0.0352 -0.0092 -1.6655
N -1.2671 0.5125 0.9220
N -0.5407 2.6762 0.1667
H 0.2806 -1.6293 -2.9001
H -2.0173 -1.2253 0.1212
H -1.9807 -1.2403 1.8090
H 1.8460 -0.7220 0.4116
H 2.0648 0.8970 0.7941
H 2.6688 0.0456 -0.8149
H 0.3624 -1.6389 2.1148
H -0.7727 0.3115 -2.1640
H -1.7382 1.0696 1.6288
H 0.1379 3.3131 -0.2003
H -1.2220 3.2647 0.5864
```

Summary:
Charge = +2
SMILES = CC1=C(\N)NCNC#[N+]/C=[NH+]\1
Energy above the lowest of the compared OMol25 structures with the same formula, charge and spin = 106.5 kcal/mol
Energy = -508.23620 Eh
Highest occupied orbital energy (alpha / beta) = -17.46 / -17.46 eV
Frontier orbital gap (alpha / beta) = 8.64 / 8.64 eV

---

no.,largest force on an atom (eV/A)
1,2.8
2,5.7
3,4.9
4,5.3
5,2.6
6,4.6
7,4.9
8,3.6
9,6.7
10,4.4